ORCA calculation (wB97M-V/def2-TZVPD) on C32H46As3N4O6PbSe as an isolated structure.

XYZ file:
```
93
Properties=species:S:1:pos:R:3:forces:R:3:lowdin_charge:R:1
Pb -0.068619 -0.310678 -0.374379 -1.0 -0.3 -0.1 1.166
O 4.188875 1.991627 -1.336857 0.0 0.2 -0.1 0.143
C 2.976977 1.491653 -1.119211 0.0 -0.2 0.2 -0.509
O 2.788585 0.421730 -0.584306 -0.1 -0.1 -0.1 -0.028
C 1.884808 2.398070 -1.579973 -0.2 0.1 -0.1 -0.190
C 2.153636 3.641061 -2.121108 0.1 0.0 0.0 0.032
C 1.084427 4.428734 -2.533481 0.0 0.0 0.0 -0.005
C -0.197989 3.937043 -2.409240 0.0 0.0 0.0 0.039
C -0.378826 2.673687 -1.852941 -0.1 -0.1 0.1 -0.164
N 0.635892 1.934082 -1.439696 0.4 0.0 0.2 0.076
C -1.781210 2.080183 -1.708081 0.0 0.3 0.0 -0.620
O -2.718719 2.774349 -2.062461 0.1 -0.2 0.0 0.074
O -1.841635 0.893339 -1.221452 0.3 -0.3 0.0 -0.253
H 4.853485 1.356306 -1.037080 0.0 -0.1 0.1 0.147
H 3.175055 3.979911 -2.212751 0.0 0.0 0.0 0.127
H 1.261343 5.412115 -2.947359 0.0 0.0 0.0 0.122
H -1.074172 4.485910 -2.724687 0.0 0.0 0.0 0.130
C 2.463650 1.021357 4.592627 0.0 -0.1 -0.1 -0.325
As 1.596018 1.201192 2.829540 0.1 0.1 0.0 1.109
C 3.115979 2.168820 2.033554 0.0 0.0 0.0 -0.316
C 0.570901 2.863848 3.131141 -0.1 -0.1 0.0 -0.370
C -0.783436 2.854874 3.861939 0.0 -0.1 0.1 -0.659
C -0.750281 1.864000 5.037215 0.0 0.1 -0.2 -0.080
C -1.974475 2.543756 2.948301 -0.1 -0.3 -0.2 -0.344
As -2.175836 0.818949 1.967793 0.4 0.3 0.2 1.106
C -2.853265 -0.337232 3.396619 0.1 -0.1 0.0 -0.301
C -3.888649 1.276324 1.170224 -0.1 -0.1 -0.1 -0.286
C -1.023263 4.260373 4.460173 0.0 0.0 -0.1 -0.381
As -0.914264 5.982890 3.463558 0.0 0.0 0.0 1.146
C 1.035186 6.147594 3.229642 0.0 0.0 -0.1 -0.354
C -1.328095 5.568193 1.584103 0.0 0.0 0.0 -0.361
H 2.620970 2.007925 5.029361 0.0 0.0 0.0 0.030
H 3.435384 0.545412 4.449952 0.0 0.0 0.0 0.022
H 1.873236 0.420001 5.281061 0.0 0.0 0.0 0.007
H 3.528495 2.868573 2.760498 0.0 0.0 0.0 0.037
H 2.798195 2.728908 1.153674 -0.1 0.0 0.1 0.012
H 3.892509 1.465864 1.731304 0.0 0.0 0.0 0.021
H 0.452053 3.303024 2.137757 0.0 0.0 0.0 0.051
H 1.264649 3.501662 3.681604 0.0 0.0 0.0 0.058
H -0.596845 0.842674 4.676615 0.0 0.0 0.0 0.048
H -1.689703 1.891104 5.592644 0.0 0.0 0.0 0.092
H 0.056464 2.113758 5.728740 0.0 0.0 0.0 0.081
H -2.037031 3.295293 2.160611 0.0 0.0 0.0 0.035
H -2.893661 2.619398 3.538547 0.0 0.1 0.0 0.083
H -3.263074 0.260859 4.209799 0.0 0.0 0.0 0.029
H -2.070551 -0.989426 3.786239 0.0 0.1 0.0 -0.002
H -3.631977 -0.965091 2.967910 0.0 0.0 0.0 0.026
H -4.612067 1.522427 1.948032 0.0 0.0 0.0 0.038
H -4.234471 0.410427 0.607481 0.0 0.0 0.0 0.032
H -3.786221 2.105815 0.473683 0.1 0.0 0.0 0.020
H -0.316750 4.418990 5.282427 0.0 0.0 0.0 0.069
H -2.015696 4.273950 4.915075 0.0 0.0 0.0 0.061
H 1.544670 5.946208 4.172471 0.0 0.0 0.0 0.018
H 1.254019 7.176747 2.945866 0.0 0.0 0.0 0.013
H 1.424665 5.483556 2.457417 0.0 0.0 0.0 0.003
H -2.385671 5.339182 1.458349 0.0 0.0 0.0 0.019
H -0.727433 4.756392 1.171530 0.0 0.0 0.0 -0.005
H -1.113723 6.477293 1.020157 0.0 0.0 0.0 0.019
C 0.754777 -4.428392 -3.729903 0.0 0.0 0.1 -0.023
N -0.277266 -3.476650 -4.098639 0.0 0.0 -0.1 -0.114
C -1.430157 -3.801651 -4.789057 0.1 0.0 0.1 -0.025
C -2.126487 -2.659144 -4.944496 0.0 0.0 0.0 -0.020
N -1.393148 -1.651730 -4.355063 0.0 0.0 0.0 -0.103
C -1.809329 -0.260085 -4.267441 0.0 0.1 0.1 -0.001
C -0.271793 -2.158517 -3.822291 0.0 -0.1 0.1 -0.666
Se 1.062288 -1.224009 -2.904854 0.3 0.1 -0.4 0.677
H 0.897822 -5.136512 -4.542151 0.0 0.0 0.0 0.099
H 0.468155 -4.975103 -2.830321 0.0 0.1 0.0 0.095
H 1.681600 -3.892496 -3.549113 0.0 0.0 0.0 0.054
H -1.641256 -4.805737 -5.113192 0.0 0.0 0.0 0.130
H -3.070373 -2.476747 -5.428279 0.1 0.0 0.0 0.132
H -2.621976 -0.094527 -4.969180 0.0 0.0 0.0 0.103
H -0.971868 0.387412 -4.519936 0.0 0.0 0.0 0.088
H -2.142655 -0.027529 -3.258306 0.0 -0.1 0.0 0.076
O -1.444723 -2.326108 -1.266388 0.1 0.2 0.2 -0.216
C -2.290173 -2.540257 -0.347422 -0.1 0.0 -0.1 -0.568
O -2.254303 -2.054381 0.793945 0.2 0.0 0.1 -0.129
H -3.115165 -3.239950 -0.592142 0.0 0.1 0.0 0.137
C 1.554026 -2.771495 0.343654 0.0 0.1 0.1 0.140
C 0.899019 -3.094039 1.507554 0.0 -0.1 0.3 -0.281
C 1.325359 -2.550635 2.756674 0.1 0.0 0.0 0.007
C 0.632624 -2.826393 3.901297 0.1 0.1 0.1 0.006
C -0.511665 -3.640144 3.838000 0.0 0.0 -0.3 -0.163
C -0.927632 -4.224904 2.635293 -0.1 -0.1 0.3 0.017
C -0.233928 -3.957789 1.487023 0.1 0.1 -0.2 0.024
C -1.272638 -3.865722 5.031338 0.0 0.0 0.1 -0.146
N -1.885784 -4.029711 5.989075 0.0 0.0 0.0 0.217
H 1.258088 -3.204730 -0.606282 0.0 0.1 0.0 0.062
H 2.425615 -2.122557 0.351572 -0.1 0.0 0.0 0.089
H 2.210221 -1.929394 2.789533 0.0 0.0 0.0 0.108
H 0.952207 -2.424214 4.852282 0.0 0.0 0.0 0.131
H -1.805422 -4.853933 2.622194 0.0 0.0 0.0 0.141
H -0.540200 -4.390190 0.543170 0.0 0.1 0.0 0.132
```
Forces are in eV/Å.

Results
net charge: +1
gap between HOMO and LUMO (alpha / beta): 4.1115 / 4.1151 eV
E_HOMO (alpha / beta): -9.963 / -9.964 eV
LUMO energy (alpha / beta): -5.851 / -5.849 eV